{"formula": "C37H86F4N9O13S4", "method": "ωB97M-V/def2-TZVPD", "species": ["C", "C", "O", "N", "H", "H", "C", "H", "H", "H", "H", "H", "H", "C", "C", "O", "N", "H", "H", "C", "H", "H", "H", "H", "H", "H", "C", "C", "O", "N", "H", "H", "C", "H", "H", "H", "H", "H", "H", "C", "C", "O", "N", "H", "H", "C", "H", "H", "H", "H", "H", "H", "C", "C", "C", "C", "C", "C", "N", "O", "C", "C", "C", "H", "H", "H", "H", "H", "H", "H", "H", "H", "H", "H", "H", "H", "H", "H", "H", "H", "H", "C", "C", "C", "N", "C", "C", "C", "C", "C", "H", "H", "H", "H", "H", "H", "H", "H", "H", "H", "H", "H", "H", "H", "H", "H", "H", "H", "C", "C", "C", "N", "C", "C", "C", "C", "C", "H", "H", "H", "H", "H", "H", "H", "H", "H", "H", "H", "H", "H", "H", "H", "H", "H", "H", "N", "S", "O", "O", "F", "S", "O", "O", "F", "N", "S", "O", "O", "F", "S", "O", "O", "F"], "positions_angstrom": [[4.905487, -0.605781, 1.998638], [4.554251, 0.871264, 1.964131], [5.159036, 1.704510, 1.387820], [3.341466, 1.284099, 2.776520], [2.531232, 0.836269, 2.274898], [3.349993, 0.875093, 3.709577], [3.102917, 2.762310, 2.958473], [5.936200, -0.861212, 2.230998], [4.687587, -0.920195, 0.978960], [4.264855, -1.099788, 2.729788], [2.935365, 3.252036, 2.004488], [3.874702, 3.244071, 3.549256], [2.147853, 2.777683, 3.486127], [2.722350, -3.407152, -2.844256], [1.360544, -3.782442, -3.381009], [0.524566, -2.994151, -3.654412], [1.098105, -5.284704, -3.296860], [1.925967, -5.786297, -3.622703], [0.846668, -5.592026, -2.357382], [-0.070879, -5.746585, -4.184588], [3.528156, -4.052082, -3.196637], [2.685847, -3.418985, -1.753714], [2.930306, -2.404166, -3.209382], [0.069873, -5.292237, -5.158924], [-0.928242, -5.285381, -3.696648], [-0.265738, -6.813087, -4.120115], [-0.406977, 3.648720, -1.943827], [-1.829274, 4.000491, -1.608409], [-2.660282, 3.248957, -1.234633], [-2.293540, 5.404314, -1.988557], [-1.479333, 5.964197, -2.240687], [-2.830329, 5.283842, -2.849001], [-2.972659, 6.155953, -0.830017], [-0.078420, 2.836756, -1.291682], [0.319474, 4.401379, -1.628709], [-0.294070, 3.307449, -2.971733], [-2.966495, 7.176734, -1.213628], [-2.277236, 6.151139, 0.005866], [-3.997606, 5.861806, -0.640889], [-3.634984, 0.751135, 3.869655], [-4.690466, 0.773747, 4.969473], [-5.434766, 1.671134, 5.109940], [-4.889386, -0.526481, 5.740759], [-4.713553, -1.348654, 5.167930], [-4.217213, -0.463685, 6.507103], [-6.297954, -0.763607, 6.217238], [-4.010328, 1.400005, 3.084339], [-3.334900, -0.270187, 3.634086], [-2.739592, 1.229484, 4.285206], [-6.246299, -1.586966, 6.934096], [-6.973959, -1.123698, 5.448923], [-6.630459, 0.071297, 6.827316], [-6.376437, -2.450883, -3.635555], [-5.054657, -2.852870, -2.915575], [-4.048246, -3.010516, -4.064768], [-2.574943, -3.022941, -3.588666], [-2.346573, -1.769481, -2.782199], [-3.228458, -1.558645, -1.545154], [-4.681768, -1.672291, -2.060085], [-5.465368, -1.148844, -1.392284], [-3.053928, -0.174718, -0.897069], [-2.902316, -2.609904, -0.454530], [-5.376040, -4.037973, -1.998837], [-7.208065, -2.468218, -2.932336], [-6.629523, -3.171404, -4.411226], [-6.259484, -1.472317, -4.098598], [-4.241497, -2.128395, -4.679325], [-4.432002, -3.871185, -4.610724], [-2.026299, -3.173096, -4.514948], [-2.550366, -3.934187, -2.983034], [-2.426088, -0.863720, -3.396073], [-1.298203, -1.658724, -2.496198], [-3.294482, 0.626001, -1.598974], [-2.018773, -0.073171, -0.571426], [-3.739780, -0.027163, -0.065809], [-2.600017, -3.540575, -0.939045], [-3.734900, -2.983122, 0.144287], [-2.116629, -2.221120, 0.186870], [-6.001473, -4.784245, -2.480974], [-5.832785, -3.710641, -1.063241], [-4.479721, -4.522954, -1.603864], [3.684171, 2.651138, -2.926158], [4.345664, 2.344047, -4.294000], [3.809244, 3.195966, -5.442646], [4.717210, 3.110866, -6.673182], [4.668139, 1.717464, -7.307757], [4.183343, 4.040417, -7.770711], [5.401600, 4.244004, -8.676262], [6.670110, 3.872713, -7.873330], [6.183132, 3.481611, -6.458198], [3.808212, 3.736720, -2.860604], [4.131044, 2.196146, -2.049328], [2.609817, 2.472885, -2.999189], [4.412582, 1.252356, -4.351022], [5.413423, 2.521597, -4.131485], [4.004340, 4.231351, -5.160224], [2.777867, 2.972286, -5.700288], [4.923264, 0.976153, -6.558643], [5.296996, 1.695946, -8.193794], [3.656351, 1.603527, -7.691780], [3.361679, 3.513502, -8.251018], [3.748855, 4.924885, -7.307515], [5.244802, 3.890089, -9.693184], [5.525232, 5.312287, -8.867520], [7.208674, 3.089227, -8.400279], [7.274092, 4.773951, -7.825934], [6.578993, 2.540190, -6.084946], [6.125961, 4.230518, -5.670766], [2.396836, -3.151042, 8.689955], [1.342357, -3.080186, 7.594193], [1.892796, -2.900064, 6.189040], [0.915078, -2.832137, 5.027318], [1.565291, -2.166115, 3.835730], [-0.274088, -1.867647, 5.217297], [-1.573105, -2.667497, 5.292492], [-1.191127, -4.109016, 5.419821], [0.205240, -4.172688, 4.829382], [3.201537, -3.847643, 8.420965], [1.950079, -3.524056, 9.605854], [3.048246, -2.283135, 8.796319], [0.704132, -2.219181, 7.842151], [0.501626, -3.781126, 7.595456], [2.666028, -3.626816, 5.937073], [2.381277, -1.922375, 6.148710], [2.471930, -2.743153, 3.627716], [1.746766, -1.114861, 4.011067], [1.014249, -2.364112, 2.918254], [-0.514078, -1.207352, 4.385027], [-0.114508, -1.183942, 6.050469], [-2.091798, -2.414900, 4.360473], [-2.268140, -2.247693, 6.022020], [-1.874428, -4.783938, 4.903935], [-1.338951, -4.378334, 6.466365], [0.187152, -4.254106, 3.742448], [0.759789, -5.000307, 5.266313], [1.119833, 0.045431, 1.587104], [-0.331907, 0.603127, 1.605754], [-1.310858, -0.411589, 1.883887], [-0.492705, 1.757581, 0.777021], [-0.191201, 1.319333, 3.000823], [1.332482, -0.351098, -0.068342], [2.088903, 0.703835, -0.656981], [0.275139, -1.081979, -0.680432], [2.522065, -1.365334, 0.236212], [-1.469304, 5.904157, 4.229169], [-0.625661, 4.687848, 3.837706], [-0.513392, 4.439582, 2.421959], [-0.799133, 3.578622, 4.753249], [0.831166, 5.158802, 4.326113], [-3.000612, 5.227288, 4.177003], [-3.631976, 5.358711, 5.440357], [-3.276835, 4.064920, 3.381413], [-3.639976, 6.383276, 3.287995]], "forces_ev_per_angstrom": [[-1.0, 0.5, 0.1], [1.7, -0.2, 0.6], [-0.4, 0.2, -0.1], [0.3, 0.2, -0.3], [-0.2, 0.3, 0.2], [0.3, -0.2, 0.0], [-1.0, -0.2, 0.0], [0.1, 0.6, 0.0], [0.0, -0.4, 0.1], [0.0, -0.3, -0.3], [0.3, -0.1, -0.1], [0.2, -0.2, -0.1], [0.1, 0.4, 0.1], [0.0, -0.2, -0.8], [1.1, 1.3, 1.6], [-0.4, -1.1, -0.5], [-1.2, -1.1, -1.7], [0.3, 0.0, 0.4], [0.5, 0.2, 0.3], [-0.6, 1.2, 1.1], [-0.1, -0.2, 0.1], [0.0, 0.0, 0.0], [0.0, 0.1, 0.2], [0.0, -0.5, -0.2], [-0.1, 0.1, -0.4], [0.7, -0.1, -0.3], [0.6, 0.0, 1.3], [0.1, -1.0, -0.6], [-0.1, 0.3, 0.2], [0.6, -0.2, 0.8], [0.1, 0.0, -0.1], [-0.5, 0.3, 0.2], [0.5, 1.1, -1.1], [-0.6, -0.3, -0.1], [-0.2, 0.5, -0.7], [-0.1, 0.4, -0.1], [-0.3, 0.1, 0.2], [-0.3, -0.5, 0.2], [0.2, -0.5, 0.1], [0.2, -0.3, 1.8], [0.1, 1.1, -2.8], [-0.3, -0.5, 1.1], [-1.0, -0.2, 0.1], [0.8, 0.2, -0.1], [-0.2, -0.4, 0.3], [0.1, -0.5, 1.9], [0.1, -0.2, -0.2], [-0.2, 0.1, -0.6], [0.0, 0.2, -0.1], [0.2, -0.1, -0.1], [0.2, 0.7, -0.4], [-0.2, 0.3, -0.6], [-0.1, -0.1, 0.7], [-2.0, 0.5, -2.3], [-0.1, 0.6, 1.1], [-2.5, -0.9, -0.6], [1.4, 1.2, -0.2], [1.0, 0.6, -0.4], [2.4, -2.9, 2.2], [-2.2, 1.5, 0.2], [-0.4, 0.1, -0.8], [-0.8, -1.2, -0.7], [1.3, 0.0, 1.2], [0.0, 0.3, -0.1], [0.3, -0.1, 0.0], [-0.2, 0.0, 0.0], [0.3, -0.1, -0.3], [0.6, -0.2, -0.1], [0.7, 0.4, 0.4], [0.7, 0.0, 0.1], [-0.5, -0.2, -0.3], [-0.1, -0.4, 0.5], [0.2, 0.0, -0.1], [-0.3, 0.0, -0.1], [0.2, -0.2, 0.2], [0.5, 0.1, 0.0], [-0.2, 0.7, 0.2], [0.0, 0.1, -0.1], [0.0, 0.2, -0.2], [-0.6, 0.2, -0.3], [0.1, -0.2, -0.5], [-0.3, 1.4, -1.5], [1.0, -1.1, 1.7], [2.2, -0.4, 0.2], [-1.4, -1.1, -1.3], [-0.6, 0.9, 0.2], [0.4, -0.6, 0.2], [-0.4, 1.9, 0.0], [-0.5, 0.1, 0.1], [-1.3, -0.9, -0.4], [-0.2, 0.0, 0.6], [0.0, -0.3, -0.2], [0.0, -0.2, 0.4], [-0.8, 0.0, -1.0], [0.0, 0.6, -0.2], [-0.8, 0.1, 0.2], [0.0, 0.2, -0.3], [0.1, -0.1, -0.2], [0.4, 0.0, 0.3], [-0.1, -0.3, 0.3], [0.0, 0.1, -0.1], [0.4, 0.2, 0.1], [0.3, -0.8, 0.3], [-0.4, 0.1, 0.0], [0.3, -0.1, 0.4], [0.4, -0.3, 0.1], [0.7, 0.4, 0.2], [0.7, 0.3, -0.3], [1.1, -1.4, -0.8], [-1.7, 1.2, -0.2], [0.6, 1.3, 0.1], [-1.9, 1.4, 0.3], [1.2, -2.7, -0.6], [-1.1, 0.8, 1.1], [-0.7, 1.2, -0.7], [-0.8, -0.1, 0.4], [0.5, -0.3, -0.6], [-0.4, -0.6, 0.0], [0.2, 0.4, 0.2], [-0.9, 0.7, 0.3], [0.4, 0.5, -0.2], [0.9, -1.1, 0.3], [-0.3, -0.3, -0.2], [0.2, 0.0, 0.1], [0.4, 0.5, 0.3], [-0.1, -0.1, 0.2], [-0.7, 0.5, 0.3], [1.4, -0.1, -0.4], [0.3, -0.4, 0.2], [0.0, -0.6, -0.2], [0.3, -0.4, 0.6], [0.2, 0.0, -0.3], [0.9, -0.3, 0.0], [-0.3, -0.5, 0.0], [0.4, 0.2, -0.2], [0.9, -2.0, -3.6], [-1.2, 2.8, 3.4], [-0.2, 0.2, -1.0], [-0.9, -1.3, -1.2], [0.0, -0.5, 0.5], [2.8, 1.1, 3.1], [-1.0, -0.1, -1.0], [0.2, 0.1, -0.1], [-0.6, -0.9, -0.3], [-2.4, -0.8, -0.5], [2.6, -1.4, 1.2], [0.5, -0.3, 0.2], [0.0, -0.6, -1.0], [-0.4, 0.4, -0.9], [-1.1, 3.0, 0.6], [0.2, -0.4, 0.0], [0.6, -0.3, 0.0], [0.1, -0.2, 0.0]], "total_charge": 5, "gap_ev": 4.20, "largest_force_ev_per_a": 4.591}